No. 1
Formula: C6H11NS
Source: the Open Molecules 2025 dataset
Level of theory: the ωB97M-V functional and the def2-TZVPD basis

The geometry in XYZ format:
```
19
Properties=species:S:1:pos:R:3:forces:R:3:nbo_charge:R:1
C -1.836860 0.256718 0.762693 -3.9 3.1 -4.4 -0.448
N -1.694093 -0.391353 -0.632835 2.8 5.4 1.9 -0.636
C -0.227799 -0.229244 -0.920229 0.7 -0.6 -1.7 -0.017
C 0.418048 1.256581 -0.621785 -2.7 -3.8 0.7 -0.426
C 1.422777 0.852430 0.452521 0.1 -0.5 -2.5 -0.267
S 2.884236 -0.033757 -0.242109 0.9 0.9 1.0 0.127
C 1.551268 -0.659850 0.756102 0.7 4.5 3.5 -0.327
C 0.656386 -1.269516 -0.087205 -1.1 -1.2 -5.8 -0.492
H -1.459005 1.384167 0.462934 -1.1 -3.4 2.1 0.210
H -1.387232 -0.305726 1.514597 1.0 -0.4 1.6 0.179
H -2.997424 0.451248 0.941377 2.4 -0.8 0.0 0.204
H -1.972834 -1.293664 -0.742244 -0.9 -3.1 0.1 0.353
H -0.038803 -0.517672 -1.991987 -0.5 0.6 0.8 0.203
H 0.784929 1.586188 -1.525113 1.5 0.7 -1.8 0.221
H -0.413583 1.975077 -0.417458 1.3 -0.4 0.4 0.209
H 1.586490 1.703211 1.003560 1.1 1.1 2.4 0.226
H 1.478114 -0.863899 1.825926 1.2 -0.3 -0.1 0.243
H -0.042978 -1.934796 0.158628 -2.8 -2.5 2.6 0.219
H 1.288367 -1.966145 -0.697367 -0.8 0.7 -0.5 0.219
```
Positions in Å, forces in eV/Å.

The HOMO energy comes out at -8.71 eV. Its structure (SMILES) is CN[C@H]1C[C@@H]2S[C@@H]2C1. The value obtained for the relative energy (zero: lowest compared OMol25 entry of this formula, charge and spin) is 89.97 kcal/mol. The maximum force comes out at 0.12929 Eh/bohr. The frontier orbital gap is 9.624 eV.

***

No. 2
Formula: C6H11NS
Source: the Open Molecules 2025 dataset
Level of theory: the ωB97M-V functional and the def2-TZVPD basis

The geometry in XYZ format:
```
19
Properties=species:S:1:pos:R:3:forces:R:3:nbo_charge:R:1
C -1.064925 -0.149665 1.910396 0.7 -2.7 1.7 -0.583
C -1.010820 0.103454 0.370564 -0.3 0.7 1.0 -0.191
C -0.238628 1.334287 -0.020593 -0.2 2.3 0.1 -0.496
C 1.071397 -0.980796 0.043589 2.3 -3.3 1.9 -0.590
C -0.222414 -0.817575 -0.555316 -3.2 1.1 -3.0 0.098
C -1.865150 -0.964986 -0.304396 2.8 -0.7 0.0 -0.355
H -1.899520 -1.189142 2.057846 3.1 3.1 0.4 0.185
H 0.208067 -0.429876 2.399739 -4.4 1.0 -1.2 0.233
H -1.619667 0.666025 2.509350 1.4 -1.0 -1.1 0.236
H -0.299620 1.508938 -1.113704 -0.7 0.5 1.6 0.258
H -0.367998 2.322041 0.458343 -0.1 -0.7 0.4 0.228
H 1.878457 -1.121470 -0.653549 0.0 -1.7 -0.6 0.244
H 1.179847 -1.808456 0.923680 -0.3 2.5 -1.7 0.237
H 0.743617 0.660001 -1.902187 1.2 -0.5 -0.5 0.375
H 0.005046 -0.724110 -2.707627 0.6 1.1 1.1 0.381
H -2.481031 -0.822459 -1.262926 0.8 -0.6 1.9 0.267
H -1.932604 -1.687826 0.663248 -1.0 1.1 -3.6 0.251
N 0.017251 -0.015704 -1.935277 -3.0 -4.6 -0.3 -0.920
S 1.527993 0.724246 0.219329 0.4 2.4 2.1 0.142
```
Positions in Å, forces in eV/Å.

The HOMO energy comes out at -8.11 eV. The value obtained for the relative energy (zero: lowest compared OMol25 entry of this formula, charge and spin) is 167.25 kcal/mol. The maximum force comes out at 0.10745 Eh/bohr. The frontier orbital gap is 8.938 eV.

***

No. 3
Formula: C6H11NS
Source: the Open Molecules 2025 dataset
Level of theory: the ωB97M-V functional and the def2-TZVPD basis

The geometry in XYZ format:
```
19
Properties=species:S:1:pos:R:3:forces:R:3:nbo_charge:R:1
C -0.754060 -0.071061 0.577748 0.8 0.4 0.7 0.296
C -0.333564 0.917311 -0.449046 2.0 -2.0 -0.8 -0.273
C 0.535038 -0.622461 -0.889265 -0.7 2.5 1.5 -0.160
C -1.829084 0.156068 1.562254 -0.8 -2.9 -0.7 -0.671
C -1.334203 1.517129 -1.379215 2.4 2.7 -0.1 -0.644
C 2.905035 -1.525333 0.532203 -1.0 -0.9 0.1 -0.764
N -0.051540 -1.116242 0.364145 -0.4 -0.3 -0.1 -0.452
S 2.385737 -0.615311 -0.880250 -0.8 1.3 -2.2 0.174
H 0.438943 1.641489 -0.168386 -0.2 -0.3 0.3 0.231
H -0.016326 -0.992170 -1.757421 0.8 -0.3 -0.1 0.206
H -2.547151 0.617948 0.872205 -0.7 0.0 0.9 0.228
H -1.573538 0.807283 2.365573 0.2 0.5 0.5 0.237
H -2.164463 -0.899027 1.945661 0.3 2.2 -0.5 0.236
H -1.985953 0.842276 -1.785293 -1.9 -1.6 -1.0 0.209
H -0.754812 1.994272 -2.187346 -0.1 -0.6 -0.2 0.225
H -1.811315 2.437065 -1.028853 -0.5 -0.5 0.7 0.222
H 3.843642 -1.116815 0.898026 -0.2 0.0 0.1 0.233
H 2.994145 -2.565450 0.200616 0.2 0.1 0.6 0.218
H 2.053470 -1.406970 1.206645 0.5 -0.3 0.6 0.250
```
Positions in Å, forces in eV/Å.

The HOMO energy comes out at -8.09 eV. The value obtained for the relative energy (zero: lowest compared OMol25 entry of this formula, charge and spin) is 51.36 kcal/mol. The maximum force comes out at 0.07028 Eh/bohr. The frontier orbital gap is 9.021 eV.

***

No. 4
Formula: C6H11O
Source: the Open Molecules 2025 dataset
Level of theory: the ωB97M-V functional and the def2-TZVPD basis

The geometry in XYZ format:
```
18
Properties=species:S:1:pos:R:3:forces:R:3:nbo_charge:R:1
C 1.244684 2.636603 -0.311795 0.7 2.3 1.2 -0.637
C 1.153267 1.210116 0.195146 -0.7 1.7 0.4 -0.276
C 0.222668 0.437627 -0.369952 1.0 -2.1 -0.1 -0.142
C 0.474913 -1.116487 -0.536289 -1.0 2.2 2.6 -0.449
C -0.796758 -1.759992 -0.227856 -2.0 -3.7 -0.6 -0.407
C -1.606959 -1.304277 0.968150 0.0 -1.3 1.8 -0.026
O -2.405014 -2.317681 1.507471 1.2 1.8 -0.5 -0.960
H 0.207813 3.103867 -0.661419 1.8 -0.5 1.5 0.210
H 1.735696 2.677541 -1.283974 0.4 -0.4 0.0 0.200
H 2.071980 3.307130 0.392758 -3.0 -1.3 -1.7 0.181
H 1.604521 0.964803 1.178001 0.9 -0.5 -1.4 0.214
H -0.771313 0.902069 -0.582523 1.0 -0.5 -1.2 0.209
H 1.217238 -1.536562 0.182809 0.0 0.9 -0.6 0.199
H 0.625888 -1.463767 -1.520386 1.2 0.4 -1.4 0.209
H -0.577242 -2.928403 -0.191097 -0.9 2.2 0.2 0.185
H -1.486187 -1.611668 -1.051169 -0.1 -0.3 -0.8 0.168
H -0.741014 -0.839146 1.566706 -0.6 -0.5 0.9 0.041
H -2.174181 -0.361776 0.745421 -0.1 -0.2 -0.4 0.082
```
Positions in Å, forces in eV/Å.

The HOMO energy comes out at -2.14 eV. Its structure (SMILES) is C/C=C/CCC[O-]. The value obtained for the relative energy (zero: lowest compared OMol25 entry of this formula, charge and spin) is 70.40 kcal/mol. The maximum force comes out at 0.08274 Eh/bohr. Its net charge is -1. The frontier orbital gap is 5.712 eV.

***

No. 5
Formula: C6H11OP
Source: the Open Molecules 2025 dataset
Level of theory: the ωB97M-V functional and the def2-TZVPD basis

The geometry in XYZ format:
```
19
Properties=species:S:1:pos:R:3:forces:R:3:nbo_charge:R:1
C -1.885672 1.584508 -2.272767 -1.7 2.4 -1.7 -0.308
C -1.260355 0.591973 -1.727810 2.1 0.2 3.0 -0.548
P -0.363605 0.990886 -0.154184 -0.9 4.8 1.9 1.440
O -0.596445 2.991440 0.527756 0.7 -5.8 -2.2 -0.893
C -0.761226 -0.095984 1.314010 0.6 0.7 -1.2 -0.711
C 0.333954 -1.182391 1.301140 -1.9 1.2 -4.0 -0.394
C 1.592261 -0.415398 0.996138 1.1 0.1 1.1 -0.425
C 1.379000 0.334379 -0.348902 0.2 1.8 1.9 -0.712
H -2.426926 1.607043 -3.274815 0.8 -0.3 1.4 0.214
H -1.861005 2.548208 -1.689467 -0.2 -0.9 -0.7 0.258
H -0.913842 -0.375935 -1.936287 -0.5 -1.4 -1.4 0.222
H -1.766101 -0.466847 1.416229 -0.4 0.1 -0.2 0.247
H -0.567776 0.726054 1.999901 -0.1 -0.3 0.9 0.261
H -0.007396 -1.917640 0.485522 0.9 0.9 0.7 0.186
H 0.248861 -1.733472 2.135556 0.4 -1.8 3.3 0.220
H 1.635840 0.372502 1.759997 -0.2 0.2 -0.1 0.215
H 2.542815 -0.939828 1.305669 -0.7 0.1 -1.5 0.236
H 2.068513 1.218194 -0.443956 -0.6 -1.0 -0.2 0.269
H 1.358528 -0.268161 -1.209846 0.4 -0.9 -1.2 0.224
```
Positions in Å, forces in eV/Å.

The HOMO energy comes out at -8.53 eV. Its structure (SMILES) is C=CP1(=O)CCCC1. The value obtained for the relative energy (zero: lowest compared OMol25 entry of this formula, charge and spin) is 114.95 kcal/mol. The maximum force comes out at 0.12205 Eh/bohr. The frontier orbital gap is 9.181 eV.

***

No. 6
Formula: C6H11P
Source: the Open Molecules 2025 dataset
Level of theory: the ωB97M-V functional and the def2-TZVPD basis

The geometry in XYZ format:
```
18
Properties=species:S:1:pos:R:3:forces:R:3:nbo_charge:R:1
C 0.924225 -2.399129 -0.199500 -0.8 -1.2 -0.6 -0.734
C 1.238806 -1.013667 0.081714 2.4 5.6 -0.7 -0.042
P 2.533538 0.543100 -0.215961 -3.2 -4.5 1.5 0.310
C 0.865701 0.210010 0.816060 0.1 -1.2 -0.2 -0.485
C -0.339950 1.058563 0.391276 0.1 2.8 -0.1 -0.231
C -0.224061 1.489131 -1.136643 0.9 1.0 1.8 -0.619
C -1.766536 0.481400 0.628379 1.6 -2.2 0.4 -0.611
H -0.140655 -2.873857 0.174503 2.7 1.5 -1.2 0.234
H 1.740327 -2.848936 0.366744 -0.1 -0.9 0.1 0.261
H 1.224488 -2.577796 -1.291147 -1.0 -0.2 1.4 0.256
H 0.917639 0.005495 1.903943 0.0 0.7 -0.3 0.210
H -0.199585 2.101998 0.941539 -0.4 -2.2 -0.8 0.202
H -0.811071 0.927702 -1.839035 -0.1 -0.6 -0.2 0.204
H 0.868409 1.483705 -1.395072 -1.2 0.1 -0.3 0.210
H -0.571138 2.535991 -1.153156 0.1 -0.4 -0.3 0.210
H -2.378161 0.797729 1.474080 0.5 0.2 0.2 0.218
H -1.603738 -0.673826 0.718414 -0.8 1.9 -0.4 0.198
H -2.278246 0.752388 -0.266132 -0.9 -0.3 -0.5 0.211
```
Positions in Å, forces in eV/Å.

The HOMO energy (alpha / beta) comes out at -7.72 / -7.58 eV. Its structure (SMILES) is CC1=P[C@H]1C(C)C. The value obtained for the relative energy (zero: lowest compared OMol25 entry of this formula, charge and spin) is 84.71 kcal/mol. The maximum force comes out at 0.11919 Eh/bohr. The frontier orbital gap (alpha / beta) is 8.033 / 7.239 eV.

***

no.,molar mass (g/mol)
1,129.2
2,129.2
3,129.2
4,99.2
5,130.1
6,114.1